150
Properties=species:S:1:pos:R:3:forces:R:3:lowdin_charge:R:1 method="wB97M-V/def2-TZVPD" e_homo_ev=-9.62 lumo_energy_ev=0.266 total_charge=0 de_lowest_kj_mol=56.16 largest_force_ev_per_a=2.67 homo_lumo_gap_ev=9.891
C -24.0097 -11.2155 -6.4833 -0.202 0.697 -0.790 -0.2034
C -24.2981 -12.6639 -6.4405 0.803 -1.133 -0.042 -0.2183
O -23.3731 -13.2908 -7.3321 0.554 0.758 -0.618 -0.0650
O -24.1416 -10.7644 -7.8416 0.171 0.093 0.251 -0.0709
H -22.9601 -11.0599 -6.1337 -0.876 0.202 -0.269 0.1333
H -24.7549 -10.6614 -5.9136 0.403 0.018 0.571 0.1079
H -25.2751 -13.0280 -6.7935 -0.221 0.676 0.643 0.1352
H -24.0663 -12.8974 -5.4137 -0.404 -0.849 0.537 0.1161
H -23.1543 -14.1781 -7.0891 -0.056 -0.766 0.499 0.0870
H -24.8032 -11.3616 -8.2020 0.043 0.252 -0.575 0.0958
C -17.8702 -5.2596 -4.8008 0.565 -0.299 -1.957 -0.2186
C -18.6944 -6.2193 -5.6871 -1.022 0.830 0.897 -0.1884
O -20.0805 -5.9036 -5.4587 -0.110 0.220 0.276 -0.1083
O -18.0476 -5.3940 -3.4360 -1.433 0.415 1.575 -0.0905
H -18.0853 -4.2471 -5.1977 0.176 -0.239 0.563 0.1294
H -16.7997 -5.4943 -4.9476 -0.373 0.253 -0.335 0.1328
H -18.5323 -7.2526 -5.4165 0.260 -0.559 0.132 0.0924
H -18.4958 -6.0673 -6.7381 0.496 0.052 -0.339 0.1247
H -20.6517 -6.3480 -6.1174 0.572 -0.108 -0.174 0.0588
H -18.8905 -4.9553 -3.0926 0.867 -0.175 -0.914 0.0946
C -16.6669 -10.7570 -0.7841 1.983 1.103 -1.412 -0.2194
C -17.5204 -11.2354 0.3044 -0.637 -0.972 1.098 -0.2464
O -17.2618 -12.6263 0.5626 0.891 0.334 0.196 -0.0772
O -15.3235 -10.2659 -0.3717 -2.001 -0.623 -0.014 -0.0679
H -17.1811 -9.9421 -1.2871 0.020 0.156 -0.296 0.0909
H -16.4676 -11.5587 -1.5188 -0.219 0.329 0.285 0.1314
H -18.5589 -11.2602 -0.0141 -0.263 0.534 -0.043 0.1080
H -17.4108 -10.5940 1.2131 -0.085 -0.496 -0.456 0.1382
H -16.3064 -12.6985 0.3853 -0.406 -0.438 0.366 0.1000
H -15.5827 -9.4997 0.1580 0.519 0.201 0.163 0.0480
C -23.2464 -7.5327 -8.9745 0.521 0.107 -1.034 -0.2401
C -22.4936 -6.9852 -7.7778 0.743 -0.959 -0.076 -0.2177
O -21.0632 -7.1350 -7.7680 -0.231 0.180 -0.261 -0.0896
O -22.8749 -8.8483 -9.3729 -0.536 0.181 1.403 -0.0795
H -23.1012 -6.8943 -9.8729 -0.215 -0.279 0.574 0.1290
H -24.2917 -7.5068 -8.6290 -0.086 0.083 -0.494 0.1025
H -22.8873 -7.5219 -6.9130 -0.150 0.351 0.355 0.1055
H -22.7023 -5.9200 -7.7723 -0.006 0.209 0.496 0.1244
H -20.8056 -8.0811 -7.7121 -0.509 0.217 0.020 0.0625
H -23.2361 -9.4087 -8.6406 0.350 -0.086 -0.964 0.0489
C -25.9243 -7.9446 -5.0747 -0.168 0.584 -0.854 -0.2202
C -26.2990 -6.7829 -6.0323 -0.253 -0.247 0.391 -0.1784
O -25.9996 -5.5330 -5.3406 -0.125 -0.101 -1.133 -0.0970
O -24.5559 -8.3517 -5.1165 -0.584 0.472 0.205 -0.1111
H -26.5689 -8.7976 -5.3177 0.297 -0.005 0.081 0.1212
H -26.1878 -7.5605 -4.0999 -0.145 -0.210 0.630 0.0964
H -27.3982 -6.7772 -6.2707 0.949 -0.249 0.233 0.1303
H -25.7189 -6.8880 -6.9613 -0.141 0.206 0.192 0.1028
H -26.2231 -4.8240 -5.9742 0.263 -0.315 0.605 0.1071
H -24.0592 -7.6802 -4.5902 -0.155 -0.200 -0.448 0.0391
C -24.1478 -14.7923 -1.6963 1.482 0.444 -0.175 -0.2165
C -22.7487 -14.5730 -1.1012 1.302 -0.587 -1.227 -0.1910
O -21.8369 -15.6594 -1.5213 -0.782 0.781 -0.055 -0.0915
O -24.1577 -14.7859 -3.1449 0.314 -0.206 1.376 -0.0695
H -24.7843 -13.9831 -1.3586 -0.400 -0.192 0.088 0.1136
H -24.3469 -15.7724 -1.2892 -1.186 -0.409 -0.071 0.1075
H -22.7281 -14.5032 -0.0072 -0.311 0.165 -0.229 0.1241
H -22.2451 -13.7211 -1.5701 -0.450 0.196 0.385 0.0922
H -21.8933 -16.4082 -0.9264 -0.159 -0.067 0.211 0.0747
H -23.4392 -15.3956 -3.3502 0.075 -0.025 -0.371 0.0708
C -20.6285 -2.6323 -3.4285 -1.487 -0.764 1.192 -0.1641
C -21.4461 -2.7112 -4.7319 1.504 0.524 0.310 -0.2457
O -20.5887 -3.0140 -5.8031 0.208 -0.936 -0.475 -0.0802
O -20.3002 -3.9426 -2.8843 0.804 0.984 -0.189 -0.1038
H -21.2310 -2.0603 -2.6311 0.998 -0.620 -1.061 0.1356
H -19.6505 -2.1888 -3.6215 -0.338 0.325 -0.006 0.1226
H -21.8507 -1.7245 -4.9121 -0.278 0.295 -0.085 0.1119
H -22.2352 -3.4405 -4.7462 -0.674 -0.325 0.684 0.1064
H -20.4812 -3.9928 -5.7768 0.233 0.527 -0.146 0.0579
H -21.0131 -4.5667 -2.9529 -0.896 -0.430 0.040 0.0508
C -23.0538 -6.8837 -1.6932 0.578 1.935 0.290 -0.1560
C -23.9829 -5.9971 -2.5909 0.672 -1.128 1.463 -0.1835
O -23.6040 -6.0831 -3.9584 0.511 -0.362 0.618 -0.0819
O -21.7827 -6.1434 -1.5077 -1.240 -0.738 -0.648 -0.0962
H -22.8870 -7.8493 -2.1620 0.102 -0.206 -0.072 0.0900
H -23.4887 -7.0288 -0.6770 0.069 0.179 -0.854 0.1166
H -23.8563 -4.9787 -2.2333 -0.189 0.222 0.074 0.1217
H -25.0153 -6.3490 -2.4225 0.233 0.210 -0.182 0.1110
H -24.3270 -5.6821 -4.4405 -0.516 0.391 -0.665 0.0443
H -21.3065 -6.5464 -0.7683 -0.167 -0.135 0.133 0.0330
C -21.1796 -9.8697 2.0424 -0.711 -0.224 -1.178 -0.2205
C -21.2687 -9.0669 0.7138 1.597 -1.344 0.114 -0.2195
O -20.8954 -7.7063 0.8508 -0.675 0.016 0.324 -0.0756
O -21.9378 -9.1484 3.0150 0.637 0.074 0.336 -0.0640
H -20.1711 -10.1924 2.3125 0.042 0.609 0.393 0.1146
H -21.7331 -10.7746 1.7792 0.121 -0.340 0.218 0.1128
H -22.2784 -9.3146 0.3698 -0.117 0.954 -0.383 0.1023
H -20.5240 -9.4731 -0.0358 -0.949 0.045 0.764 0.1222
H -21.2476 -7.4273 1.7100 0.011 0.130 -0.114 0.1007
H -21.7558 -9.4605 3.9175 0.006 0.066 -0.621 0.1027
C -25.0919 -10.0451 -1.8673 0.227 -0.538 0.792 -0.2340
C -25.5878 -9.0774 -0.8205 0.568 0.695 -1.278 -0.2359
O -26.5267 -8.1728 -1.3949 0.656 0.954 0.404 -0.0642
O -24.1382 -10.8496 -1.1683 0.753 0.057 -0.858 -0.0886
H -24.6808 -9.5255 -2.7256 0.323 0.156 -0.144 0.0989
H -25.8964 -10.6841 -2.2555 -0.058 0.046 0.144 0.1248
H -24.7003 -8.5517 -0.3909 -0.952 0.015 -0.588 0.1053
H -25.9936 -9.6135 -0.0147 -0.808 -0.835 1.190 0.1033
H -27.3145 -8.6210 -1.6894 -0.235 -0.465 0.037 0.0813
H -23.2906 -10.7612 -1.6569 -0.413 -0.309 0.157 0.0545
C -16.8427 -10.5803 -5.2314 -0.467 0.045 1.417 -0.1710
C -16.0062 -9.3104 -5.0101 -0.875 -0.457 -0.125 -0.2487
O -15.8611 -8.5869 -6.2019 1.311 -0.122 -0.121 -0.0419
O -18.2419 -10.2717 -5.5709 0.785 -0.073 0.890 -0.1382
H -16.7580 -11.1817 -4.2565 -0.473 0.569 -1.326 0.1311
H -16.3982 -11.1682 -6.0488 -0.371 0.225 0.197 0.1219
H -15.0377 -9.6051 -4.6512 0.611 -0.112 0.044 0.1175
H -16.4409 -8.6454 -4.2588 -0.197 -0.272 0.316 0.1053
H -16.7283 -8.2927 -6.4047 -1.246 0.523 -0.631 0.0418
H -18.7048 -9.9772 -4.7257 0.857 -0.336 -0.606 0.0579
C -17.5654 -6.6270 0.4361 -0.998 -1.358 -1.016 -0.2034
C -18.3010 -7.2091 -0.8399 0.517 -0.359 1.175 -0.2026
O -17.3625 -7.4067 -1.9096 -0.791 0.754 -0.040 -0.1284
O -16.3297 -7.2838 0.5393 0.543 -0.631 0.214 -0.0776
H -18.1523 -7.0093 1.2944 0.105 1.156 -0.236 0.1201
H -17.3567 -5.5769 0.3394 -0.515 0.725 0.392 0.1116
H -19.2153 -6.6880 -1.1752 0.560 0.108 0.208 0.1114
H -18.6063 -8.1926 -0.4609 -0.091 -0.095 -0.541 0.0914
H -17.4780 -6.5909 -2.4843 0.244 -0.613 0.126 0.0641
H -16.0333 -7.3681 -0.3702 0.386 -0.016 -0.445 0.0655
C -19.4874 -13.0984 -2.5059 1.209 0.334 -1.435 -0.2438
C -19.7365 -13.6126 -3.9292 -0.706 0.523 1.151 -0.1815
O -20.6493 -12.6607 -4.4979 0.418 -0.320 0.218 -0.0906
O -18.4901 -13.9661 -1.9768 -0.389 0.890 0.858 -0.0630
H -20.4155 -13.0917 -1.9463 -0.119 -0.093 0.332 0.0889
H -19.1156 -12.0221 -2.6072 -0.394 -1.177 0.237 0.1273
H -20.2382 -14.5875 -3.9116 0.344 0.008 0.063 0.1216
H -18.7602 -13.6846 -4.4208 -0.330 0.164 -0.276 0.1309
H -20.4079 -12.5723 -5.4152 -0.165 0.150 -1.084 0.0459
H -18.2778 -13.5803 -1.1084 0.345 -0.512 -0.088 0.0553
C -20.4052 -10.6371 -8.4276 0.555 -1.184 -0.458 -0.2171
C -19.6597 -11.9616 -8.1990 -1.426 -0.243 -1.430 -0.2008
O -20.4429 -12.9102 -7.4430 -0.517 1.043 -0.595 -0.0848
O -20.5441 -9.8774 -7.2305 0.733 -0.463 -0.286 -0.0864
H -21.3693 -10.8930 -8.8253 -0.765 0.183 -0.042 0.1025
H -19.8820 -10.1269 -9.2445 0.046 0.434 0.308 0.1301
H -18.7714 -11.7428 -7.6914 1.424 0.012 1.086 0.0828
H -19.3568 -12.3821 -9.1990 -0.466 0.241 0.783 0.1356
H -21.3838 -12.7234 -7.7046 0.843 -0.535 0.544 0.0773
H -19.7079 -10.0927 -6.7596 -0.306 0.538 0.224 0.0581
C -21.5216 -9.6183 -3.9234 0.632 0.661 0.344 -0.1854
C -20.4466 -8.7408 -3.2618 0.519 -0.484 0.791 -0.1509
O -19.1252 -9.3896 -3.1297 -0.232 1.176 -0.363 -0.1229
O -21.8863 -10.6940 -3.0645 -0.209 0.749 0.208 -0.0723
H -21.0943 -9.9850 -4.8587 -0.491 -0.121 -0.195 0.0985
H -22.4493 -9.0336 -4.0856 0.741 -0.107 -0.257 0.1071
H -20.7646 -8.6337 -2.2322 -0.303 0.529 0.275 0.0833
H -20.2299 -7.7650 -3.7080 -0.790 -0.077 -0.232 0.1167
H -18.5426 -8.6012 -2.9054 -0.273 -1.350 -0.105 0.0686
H -21.4617 -11.4679 -3.4351 0.305 -0.845 -0.270 0.0290